Below is a cluster of 2 separate species, C5H13NO2 in total, with properties calculated with the ωB97M-V functional and the def2-TZVPD basis.

Properties
ΔE to the lowest compared entry with this formula, charge and spin	518.02	kJ/mol
molar mass	119.2	g mol⁻¹
highest occupied orbital energy	-7.0	eV
spin multiplicity	1
energy	-10976.510	eV
E_LUMO	0.385	eV
gap between HOMO and LUMO	0.272	Eh

Last columns: bonded neighbours and bond lengths (Å).
Element x y z (Å)
1 C -1.812 -1.414 0.541  H8 1.114, C13 1.478, H19 1.089, H21 1.090
2 H 2.539 1.294 -0.144  C14 1.095
3 H 1.538 1.484 -1.604  C14 1.090
4 H 3.029 -1.061 -0.795  C5 1.096
5 C 2.226 -0.515 -1.304  H4 1.096, O10 1.424, C14 1.522, H20 1.093
6 H 3.304 1.314 -1.738  C14 1.093
7 H -1.847 1.943 1.516  C9 1.090
8 H -1.468 -1.428 -0.519  C1 1.114
9 C -2.315 1.013 1.193  H7 1.090, H12 1.093, C13 1.490, H18 1.093
10 O 1.019 -0.965 -0.698  C5 1.424, O15 1.466
11 H 0.601 -0.509 0.770  N16 1.069
12 H -2.803 1.178 0.229  C9 1.093
13 C -1.341 -0.103 1.037  C1 1.478, C9 1.490, N16 1.304
14 C 2.417 0.991 -1.189  H2 1.095, H3 1.090, C5 1.522, H6 1.093
15 O -0.110 -0.428 -1.462  O10 1.466
16 N -0.088 0.052 1.364  H11 1.069, C13 1.304, H17 1.012
17 H 0.218 0.991 1.588  N16 1.012
18 H -3.097 0.733 1.904  C9 1.093
19 H -2.894 -1.511 0.610  C1 1.089
20 H 2.202 -0.820 -2.353  C5 1.093
21 H -1.318 -2.239 1.054  C1 1.090

natural (NBO) atomic charge list, values in e, 5 entries: -0.7554, 0.1792, 0.2378, 0.1664, -0.0587